(1)
Here is a molecular structure, C35H29N5O2PS2V from OMol25. Energies are from ωB97M-V/def2-TZVPD.

ORCA input file:
```
! RIJCOSX wB97M-V def2-TZVPD def2/J DEFGRID3
* xyz -1 2
V 0.3428 0.5884 1.8022
N -0.3644 4.3953 3.8167
C -0.1831 3.1166 3.3335
S 1.0956 2.8754 2.1982
N -0.9986 2.2173 3.7791
N -0.8957 0.9549 3.2245
C -1.7212 0.1033 3.7731
C -1.8903 -1.2700 3.4071
C -2.8738 -2.0313 4.0595
C -3.1199 -3.3478 3.7385
C -2.3578 -3.9531 2.7355
C -1.3720 -3.2428 2.0871
C -1.1032 -1.8877 2.3865
O -0.1607 -1.2498 1.7539
H 0.4395 4.9945 3.7726
H -0.9489 4.4728 4.6326
H -2.3628 0.4917 4.5621
H -3.4553 -1.5538 4.8425
H -3.8963 -3.9046 4.2487
H -2.5424 -4.9865 2.4632
H -0.7791 -3.7015 1.3069
N 3.3430 -0.4874 1.3135
P 2.1736 0.1423 0.2037
C 3.3490 0.4959 -1.1809
C 4.2108 -0.5088 -1.6294
C 5.0392 -0.2967 -2.7165
C 5.0078 0.9203 -3.3892
C 4.1576 1.9219 -2.9509
C 3.3353 1.7133 -1.8505
C 1.5193 -1.3604 -0.6223
C 0.6666 -1.1415 -1.7019
C 0.1359 -2.2118 -2.4019
C 0.4499 -3.5108 -2.0234
C 1.2960 -3.7307 -0.9471
C 1.8276 -2.6589 -0.2449
C 3.1799 -0.3577 2.6803
C 4.2680 -0.5614 3.5346
C 4.0707 -0.5102 4.8986
C 2.7934 -0.2417 5.3771
C 1.7864 -0.0113 4.4639
N 1.9567 -0.0565 3.1381
H 4.3037 -0.5218 1.0121
H 4.2107 -1.4759 -1.1404
H 5.6934 -1.0896 -3.0577
H 5.6391 1.0760 -4.2548
H 4.1289 2.8677 -3.4777
H 2.6733 2.5000 -1.5073
H 0.4139 -0.1235 -1.9800
H -0.5257 -2.0380 -3.2417
H 0.0293 -4.3496 -2.5647
H 1.5380 -4.7439 -0.6478
H 2.4779 -2.8303 0.6048
H 5.2464 -0.7622 3.1168
H 4.8963 -0.6774 5.5781
H 2.5855 -0.2052 6.4371
H 0.7833 0.2218 4.8000
C -3.8345 1.7570 -7.1357
C -4.5190 2.6147 -6.1133
O -4.3486 3.7880 -5.9734
S -5.6729 1.6750 -5.0332
C -4.5996 1.5856 -3.6007
C -4.1787 0.3307 -3.1696
C -3.3054 0.2240 -2.1031
C -2.8076 1.3675 -1.4564
C -3.2819 2.6181 -1.8804
C -4.1714 2.7285 -2.9352
C -1.8430 1.2394 -0.4225
C -0.9779 1.0875 0.4335
H -3.2738 2.3728 -7.8390
H -4.5702 1.1473 -7.6585
H -3.1534 1.0829 -6.6138
H -4.5376 -0.5573 -3.6756
H -2.9789 -0.7464 -1.7529
H -2.9366 3.5063 -1.3679
H -4.5220 3.7007 -3.2535
*
```

Properties
HOMO-LUMO gap (alpha / beta)   0.2003 / 0.1643 Eh

Here are the Löwdin charges for atoms 1 to 2, given in e: V 0.282; N 0.036



(2)
Here is a molecular structure, C35H30BrCaN8O2 from OMol25. Energies are from ωB97M-V/def2-TZVPD.

ORCA input file:
```
! RIJCOSX wB97M-V def2-TZVPD def2/J DEFGRID3
* xyz 1 1
Ca -0.0123 0.4405 0.0593
C 1.6189 -1.2580 2.5555
N 0.4223 -0.4269 2.3639
C -0.8196 -1.1243 2.7465
C -1.2376 -2.2298 1.8034
C -1.8607 -3.3658 2.2932
C -2.3306 -4.3113 1.3935
C -2.1504 -4.0945 0.0394
C -1.5047 -2.9335 -0.3575
N -1.0601 -2.0147 0.4969
C 0.5587 0.8092 3.1436
C 1.6726 1.6992 2.6231
C 2.3439 2.5484 3.4883
C 3.3323 3.3773 2.9824
C 3.6268 3.3185 1.6310
C 2.9091 2.4374 0.8408
N 1.9465 1.6444 1.3136
C 1.8761 -2.2352 1.4327
C 2.2761 -3.5301 1.7181
C 2.5490 -4.3994 0.6725
C 2.4118 -3.9409 -0.6246
C 2.0068 -2.6292 -0.8165
N 1.7393 -1.7840 0.1768
H 1.5635 -1.7828 3.5175
H 2.4823 -0.5924 2.6057
H -1.6234 -0.3827 2.7444
H -0.7404 -1.5131 3.7704
H -1.9804 -3.5019 3.3602
H -2.8299 -5.2048 1.7449
H -2.5003 -4.7977 -0.7031
H -1.3453 -2.7147 -1.4083
H 0.7411 0.5984 4.2060
H -0.3935 1.3467 3.0952
H 2.0967 2.5540 4.5420
H 3.8708 4.0518 3.6351
H 4.3966 3.9354 1.1896
H 3.1120 2.3634 -0.2213
H 2.3612 -3.8557 2.7466
H 2.8562 -5.4180 0.8698
H 2.6056 -4.5765 -1.4772
H 1.8799 -2.2403 -1.8213
C 3.5071 0.0743 -4.6712
C 3.5975 -0.2812 -3.3342
C 2.7529 0.3161 -2.4054
C 1.8513 1.2758 -2.8320
C 1.7475 1.6426 -4.1658
C 2.5811 1.0281 -5.0843
N 1.0255 1.8569 -1.7967
N 0.5698 2.9657 -2.0866
C -0.2631 3.5699 -1.0694
C -0.7117 4.8390 -1.3820
C -1.5050 5.4979 -0.4547
C -1.8140 4.8483 0.7266
C -1.3211 3.5685 0.9328
N -0.5449 2.9277 0.0611
H 4.1548 -0.3933 -5.4009
H 4.3197 -1.0192 -3.0100
H 2.8114 0.0452 -1.3569
H 1.0203 2.3812 -4.4702
H 2.5067 1.2917 -6.1309
H -0.4369 5.2752 -2.3312
H -1.8764 6.4932 -0.6577
H -2.4380 5.3092 1.4789
H -1.5835 3.0221 1.8311
Br -7.0648 -2.1475 0.4381
C -5.7602 -1.5057 -0.7584
C -5.9372 -1.6900 -2.1248
N -5.0587 -1.2777 -3.0331
C -3.9599 -0.6682 -2.5913
C -3.7044 -0.4375 -1.2464
C -4.6296 -0.8603 -0.3022
C -2.4212 0.1907 -0.8137
O -1.4680 0.2567 -1.6488
O -2.2996 0.5673 0.3870
H -6.8250 -2.1941 -2.4893
H -3.2369 -0.3457 -3.3302
H -4.4529 -0.6892 0.7510
*
```

Properties
HOMO-LUMO gap   0.2862 Eh

Here are the Löwdin charges for atoms 1 to 2, given in e: Ca 1.363; C -0.110



(3)
Here is a molecular structure, C35H30BrGaN9SSe2 from OMol25. Energies are from ωB97M-V/def2-TZVPD.

ORCA input file:
```
! RIJCOSX wB97M-V def2-TZVPD def2/J DEFGRID3
* xyz 3 1
Ga -0.6095 -0.3521 -0.2475
N 1.9685 0.7358 3.0226
C 3.1539 -0.0446 3.0566
C 4.2914 0.4537 3.6663
C 5.4585 -0.3006 3.6638
C 5.4922 -1.5338 3.0369
C 4.3512 -2.0294 2.4138
C 3.1877 -1.2862 2.4424
S 1.6827 -1.9522 1.7607
N 0.7715 -0.5335 1.4668
C 0.9605 0.5383 2.1650
C -0.0705 1.5922 2.0101
C -0.1133 2.7624 2.7550
C -1.1871 3.6256 2.5972
C -2.1896 3.3010 1.6965
C -2.0572 2.1380 0.9641
N -1.0266 1.3077 1.1187
H 2.0155 1.6010 3.5327
H 4.2710 1.4239 4.1499
H 6.3391 0.0862 4.1576
H 6.3995 -2.1217 3.0369
H 4.3615 -3.0031 1.9398
H 0.6633 3.0171 3.4611
H -1.2390 4.5386 3.1752
H -3.0486 3.9421 1.5599
H -2.7945 1.8465 0.2272
Br -1.7322 -2.7110 6.8137
C -1.7131 -2.4602 4.9522
C -1.3415 -3.5079 4.1178
C -1.3325 -3.3284 2.7495
C -1.6860 -2.0948 2.1964
C -2.0444 -1.0472 3.0437
C -2.0664 -1.2272 4.4114
N -1.6941 -1.9076 0.7906
C -2.1593 -2.8391 0.0480
C -2.1083 -2.7173 -1.3972
C -2.6478 -3.6736 -2.2446
C -2.5222 -3.4952 -3.6153
C -1.8806 -2.3590 -4.0868
C -1.3959 -1.4362 -3.1706
N -1.5033 -1.6137 -1.8573
H -1.0522 -4.4583 4.5448
H -0.9963 -4.1366 2.1103
H -2.3681 -0.1089 2.6179
H -2.3719 -0.4242 5.0683
H -2.6281 -3.7203 0.4779
H -3.1481 -4.5433 -1.8382
H -2.9143 -4.2309 -4.3050
H -1.7502 -2.1884 -5.1460
H -0.8960 -0.5322 -3.4967
C -3.9942 1.0410 -2.2300
N -3.2753 1.9516 -3.1019
C -3.8794 2.7029 -4.0906
C -2.9158 3.4637 -4.6524
N -1.7356 3.1723 -4.0077
C -0.4494 3.7814 -4.3123
C -1.9675 2.2488 -3.0609
Se -0.5478 1.6328 -1.9615
H -4.8458 0.6341 -2.7691
H -4.3656 1.5643 -1.3486
H -3.3449 0.2239 -1.9239
H -4.9311 2.6314 -4.3066
H -2.9740 4.1797 -5.4538
H -0.5797 4.4796 -5.1331
H 0.2749 3.0203 -4.5982
H -0.0664 4.3164 -3.4448
Se 1.4647 -2.6483 -1.7917
N 1.1789 -0.9852 -1.1580
C 2.3294 -0.3074 -1.2540
C 2.5914 1.0006 -0.7857
C 3.8259 1.5373 -1.0076
C 4.8528 0.8224 -1.6889
C 4.6656 -0.4561 -2.1050
C 3.4005 -1.0623 -1.8749
N 3.0959 -2.3067 -2.2021
H 1.8276 1.5506 -0.2509
H 4.0400 2.5358 -0.6490
H 5.8026 1.3114 -1.8567
H 5.4424 -1.0274 -2.5943
*
```

Properties
HOMO-LUMO gap   0.2221 Eh

Here are the Löwdin charges for atoms 1 to 2, given in e: Ga 0.371; N 0.173